# C8H15N2

A gas-phase ion, C8H15N2 (charge +1) at a distorted geometry (ωB97M-V/def2-TZVPD, the Open Molecules 2025 dataset).

Each line ends with the Löwdin charge.
CARTESIAN COORDINATES (ANGSTROEM)
C (-0.16734, -0.35706, -0.67684)  0.200
C (-1.10042, 0.50581, -0.99400)  -0.181
C (-0.14076, 0.86403, 1.85153)  -0.152
C (-1.76219, 1.46508, -0.02414)  -0.129
C (-1.60710, 0.44937, -2.46578)  -0.019
C (2.14122, -0.29817, -0.09819)  -0.065
C (0.59973, -2.40612, 0.45297)  -0.010
C (0.98869, -1.19075, -0.49291)  -0.395
N (-1.12600, 1.61525, 1.25669)  -0.008
N (0.33048, 1.23498, 2.96215)  0.095
H (-1.63242, 2.39675, -0.55906)  0.138
H (-2.79549, 1.19704, 0.00739)  0.133
H (-1.06479, 0.02176, -3.35556)  0.108
H (-2.09657, 1.31589, -2.86949)  0.076
H (-2.40172, -0.33782, -2.64833)  0.108
H (3.11707, -0.61841, -0.76657)  0.154
H (2.32824, -0.39724, 0.94865)  0.056
H (1.95579, 0.74812, -0.31071)  0.076
H (0.84830, -2.12811, 1.57879)  0.125
H (1.17719, -3.22366, 0.10952)  0.061
H (-0.47256, -2.57622, 0.28976)  0.083
H (1.28930, -1.55784, -1.38844)  0.121
H (-1.32878, 2.53657, 1.59570)  0.133
H (1.07470, 0.59993, 3.28133)  0.117
H (-0.02348, 1.88740, 3.74339)  0.175

The relative energy (zero: lowest compared OMol25 entry of this formula, charge and spin) comes out at 114.39 kcal per mole. The total charge is +1. The HOMO-LUMO gap comes out at 7.920 eV. The max |F| comes out at 6.31 eV/A. Its HOMO energy is -12.8 eV. The LUMO energy comes out at -0.1780 Eh.